Here is 13 unconnected molecules or ions with the total composition C31H82FN26O20PS4 in a non-equilibrium geometry from the OMol25 dataset. Energies are from ωB97M-V with the def2-TZVPD basis set.

Computed properties:
energy above the lowest of the compared OMol25 structures with the same formula, charge and spin: 0.0 kJ/mol
HOMO-LUMO gap: 8.9380 eV
E_HOMO: -8.94 eV
max |F|: 0.05049 Eh/bohr
LUMO level: 0.00 eV
multiplicity: 1
DFT total energy: -168528.18554 eV

XYZ file:
```
165
Properties=species:S:1:pos:R:3:mulliken_charge:R:1
C -0.0640 2.0152 -0.1776 -0.9439
C -1.1940 1.0309 0.1135 -0.5169
O -0.6058 -0.2669 0.1721 0.1644
C -1.5377 -1.3256 0.1069 -2.4285
C -0.9480 -2.5038 -0.7204 2.7443
C 0.4969 -2.7393 -0.1983 -3.7326
C 1.6166 -1.8800 -0.7900 1.4364
C 2.8371 -1.8667 0.1863 -1.3665
C 4.1022 -2.2795 -0.5689 0.2203
C 4.2616 -3.8003 -0.7795 -0.7344
C 3.8141 -4.3372 -2.1605 -0.1014
C 4.9554 -4.6880 -3.1120 -0.8595
S 5.6010 -3.2801 -4.0813 -0.2971
C 4.3758 -2.0329 -4.1001 0.3082
N 3.2008 -2.1621 -4.5751 -0.2137
N 2.5586 -0.9453 -4.3431 -0.1571
C 3.3936 -0.1990 -3.7687 -0.1315
O 4.5939 -0.8141 -3.5702 -0.2616
C -1.0749 -2.3004 -2.2482 0.4083
S -0.6712 -0.5554 -2.7149 -0.0523
S 0.1010 -3.3826 -3.2262 -0.0898
C -2.5099 -2.6512 -2.8178 0.1146
C -2.7742 -2.1335 -4.2351 -0.4528
F -3.4113 -0.9065 -4.0800 -0.4599
C -3.7119 -2.9500 -5.1222 -1.0289
C -5.1643 -3.0392 -4.6047 -1.2708
S -2.8135 -4.4162 -2.5768 2.0498
O -2.3382 -5.2341 -3.6368 -0.7270
O -4.1697 -4.6671 -2.2349 -0.7769
O -1.8869 -4.7595 -1.2852 -0.5473
C -1.8447 -3.7084 -0.3001 -0.3791
O -3.1419 -3.2847 0.0189 -0.3171
P -1.2398 -4.5192 1.3212 -0.0681
O -0.2480 -5.7369 0.8324 -0.4126
O -2.6164 -5.1940 1.9341 -0.5016
H 0.8886 1.5660 0.0903 0.1866
H -0.0279 2.2042 -1.2531 0.2326
H -0.1944 2.9643 0.3388 0.3386
H -1.9262 1.1183 -0.6924 0.3782
H -1.6357 1.2473 1.0901 0.4463
H -1.7256 -1.6676 1.1245 0.7915
H -2.4512 -0.9702 -0.3767 0.2664
H 0.4861 -2.4960 0.8574 0.6512
H 0.7925 -3.7760 -0.3547 0.8408
H 1.9912 -2.2676 -1.7299 -0.5878
H 1.3293 -0.8497 -0.9507 0.2514
H 2.9703 -0.8684 0.5994 0.3452
H 2.6779 -2.5785 0.9976 0.5679
H 4.0482 -1.8135 -1.5523 -0.3604
H 4.9853 -1.8999 -0.0513 0.0908
H 3.7096 -4.3347 -0.0057 0.3245
H 5.3210 -4.0361 -0.6695 0.5054
H 3.2865 -5.2755 -1.9719 0.4143
H 3.0856 -3.7020 -2.6533 -0.2959
H 5.7389 -5.2132 -2.5725 0.5216
H 4.5515 -5.3928 -3.8356 0.4086
H 3.2468 0.8067 -3.4223 0.4769
H -0.1639 -0.7172 -3.9458 0.0852
H 0.8637 -2.4985 -3.8908 0.1582
H -3.1963 -2.1292 -2.1514 0.6559
H -1.8526 -2.0116 -4.7966 0.3373
H -3.7814 -2.3707 -6.0436 0.5437
H -3.3063 -3.9150 -5.4089 0.5563
H -5.8379 -2.7621 -5.4135 0.4093
H -5.3598 -2.3409 -3.7966 0.3078
H -5.4354 -4.0518 -4.3328 0.2814
H -3.6973 -4.0768 0.1016 0.4737
H -0.6682 -6.2908 0.1508 0.2550
H -2.4102 -6.1021 2.2064 0.3157
C 0.3648 4.1545 2.9691 0.5474
O 0.7192 4.2695 1.7995 -0.7635
N 0.9824 3.2966 3.8166 -0.1263
N -0.6629 4.8686 3.5062 -0.1052
H 0.7161 3.1808 4.7783 0.0888
H 1.7446 2.7508 3.4436 0.1951
H -1.1485 5.5104 2.9098 0.1001
H -0.9493 4.7899 4.4624 0.0555
C 1.0851 -7.0040 3.7797 0.6278
O 0.0920 -6.3586 4.0776 -0.6295
N 1.6295 -7.9357 4.6223 -0.4227
N 1.7235 -6.8520 2.5845 -0.2762
H 2.4414 -8.4783 4.3999 0.1447
H 1.1789 -8.0714 5.5077 0.2331
H 1.3365 -6.1704 1.9502 0.2275
H 2.5335 -7.3765 2.3152 0.1698
C 2.4869 6.8443 -0.4600 0.5884
O 3.1042 6.9538 0.5833 -0.6377
N 1.4354 5.9902 -0.6209 -0.2393
N 2.8056 7.5855 -1.5741 -0.3825
H 0.9285 5.9034 -1.4804 0.1679
H 1.1597 5.4216 0.1677 0.2615
H 3.5727 8.2252 -1.4935 0.2305
H 2.3160 7.5177 -2.4450 0.1524
C 2.3089 4.8713 7.2010 0.6755
O 1.1581 4.5227 6.9916 -0.6361
N 2.8996 4.7465 8.4284 -0.4181
N 3.0927 5.4098 6.2255 -0.3514
H 3.8418 5.0258 8.6215 0.1536
H 2.3464 4.3523 9.1654 0.2162
H 2.6868 5.5081 5.3112 0.2027
H 4.0394 5.7024 6.3711 0.1588
C -4.3971 5.3960 2.4343 0.6162
O -3.7558 5.4604 3.4725 -0.7080
N -5.4857 4.5951 2.2916 -0.3173
N -4.0687 6.1362 1.3265 -0.4598
H -6.0249 4.5346 1.4464 0.1924
H -5.7583 4.0417 3.0850 0.2072
H -3.2659 6.7346 1.3930 0.1575
H -4.5733 6.0924 0.4570 0.2395
C -5.6767 -2.2275 3.3985 0.4799
O -6.6675 -1.5876 3.6955 -0.6666
N -5.0384 -3.0556 4.2827 -0.3038
N -5.1110 -2.1778 2.1537 -0.1653
H -4.2209 -3.5897 4.0528 0.1620
H -5.4213 -3.1191 5.2069 0.1901
H -5.5470 -1.5828 1.4747 0.1446
H -4.2949 -2.6993 1.8927 0.1548
C -7.5683 7.7632 0.8201 0.6169
O -7.4728 7.0701 -0.1831 -0.6620
N -8.6134 8.6209 1.0226 -0.3924
N -6.6327 7.7222 1.8063 -0.2913
H -8.7095 9.1951 1.8375 0.1642
H -9.3150 8.6657 0.3077 0.2345
H -5.8634 7.0864 1.6536 0.2159
H -6.6703 8.2680 2.6460 0.1711
C -4.1577 3.6461 7.2335 0.6029
O -5.3163 3.3266 7.0340 -0.6540
N -3.5588 3.5024 8.4595 -0.3723
N -3.3614 4.1725 6.2600 -0.1223
H -2.6080 3.7581 8.6455 0.1580
H -4.1161 3.1183 9.1985 0.2165
H -3.7650 4.2954 5.3449 0.1172
H -2.4081 4.4414 6.4119 0.0844
C 4.4971 -2.7608 -9.2713 0.5888
O 4.7870 -2.5402 -10.4319 -0.6425
N 5.2590 -3.5519 -8.4565 -0.3215
N 3.3814 -2.2344 -8.6753 -0.3188
H 5.0295 -3.7387 -7.4991 0.1692
H 6.0871 -3.9565 -8.8504 0.1902
H 2.7969 -1.6477 -9.2397 0.1689
H 3.1277 -2.4044 -7.7192 0.1772
C 3.5655 0.2248 3.8420 0.6718
O 3.3102 1.3123 3.3523 -0.7578
N 4.7677 -0.0487 4.4269 -0.3952
N 2.6681 -0.8051 3.8398 -0.3287
H 5.0000 -0.9354 4.8298 0.1539
H 5.4485 0.6868 4.4369 0.2158
H 1.7758 -0.6346 3.4133 0.1532
H 2.8552 -1.7075 4.2326 0.1605
C 7.4735 0.0104 0.8408 0.6539
O 6.5034 -0.4607 1.4049 -0.5805
N 8.6703 0.2082 1.4752 -0.4318
N 7.4469 0.3804 -0.4757 -0.3270
H 9.4793 0.5949 1.0286 0.1460
H 8.7241 -0.0527 2.4413 0.2200
H 6.5844 0.2476 -0.9706 0.1930
H 8.2321 0.7700 -0.9605 0.1613
C -2.9815 0.8310 -7.8308 0.6078
O -3.9796 1.4653 -7.5535 -0.6335
N -2.3661 -0.0043 -6.9353 -0.2011
N -2.3867 0.8966 -9.0636 -0.3718
H -1.5422 -0.5339 -7.1469 0.1479
H -2.7755 -0.0751 -6.0190 0.1421
H -2.8113 1.4982 -9.7440 0.2270
H -1.5645 0.3820 -9.3132 0.1500
```